1.
DFT (the ωB97M-V functional and the def2-TZVPD basis) results for a 15-piece molecular cluster, C22H67B3F7IO17 overall.

Values from the calculation:
LUMO	-0.0111	Eh

Geometry as XYZ:
```
117
Properties=species:S:1:pos:R:3:mulliken_charge:R:1
C 4.21590 -1.78949 -0.17246 -0.843
C 4.56588 -0.51643 -1.10705 0.041
C 3.27313 0.18983 -1.72045 -0.883
C 2.10157 0.47113 -0.66534 0.858
C 1.87924 2.06468 -0.38237 -0.609
B 0.26481 2.28170 -0.52815 0.375
O -0.25851 3.15996 -1.55018 -0.483
B -1.33614 2.38776 -2.14289 0.650
I -1.53212 2.14485 -4.33448 -0.078
O -2.30677 1.71441 -1.32892 -0.072
B -1.68226 0.94724 -0.27674 -0.540
C -2.36909 -0.49350 0.09424 0.822
F -3.70739 -0.58026 -0.37754 -0.232
F -2.47981 -0.49951 1.52222 -0.299
C -1.49370 -1.77039 -0.27610 0.522
F -2.05923 -2.85867 0.44755 -0.294
F -0.17479 -1.66986 0.21391 -0.214
C -1.53183 -2.19903 -1.81626 0.701
F -2.26088 -3.40120 -1.93350 -0.244
F -2.15950 -1.29204 -2.65451 -0.183
F -0.22940 -2.52356 -2.21029 -0.222
O -0.55708 1.51002 0.38473 -0.008
H 5.09409 -2.51696 -0.16102 0.145
H 4.07719 -1.40758 0.89107 0.295
H 3.24631 -2.30575 -0.47878 0.154
H 5.24296 0.21789 -0.55573 0.020
H 5.15078 -0.94473 -1.98815 0.253
H 3.55973 1.20831 -2.16167 0.251
H 2.86513 -0.46347 -2.56000 0.294
H 2.26513 0.00770 0.35733 0.313
H 1.13780 0.06642 -1.14595 -0.719
H 2.12129 2.29101 0.71704 0.154
H 2.46401 2.71811 -1.10485 0.148
C 6.31726 3.42024 -1.03604 -0.698
O 6.22474 2.03890 -1.34931 -0.352
H 5.93613 3.58021 -0.02609 0.354
H 7.36071 3.73743 -1.08304 0.198
H 5.71904 3.99792 -1.74405 0.222
H 6.56798 1.92794 -2.24410 0.208
C -5.68306 1.16464 2.04149 -0.217
O -6.26772 1.81596 0.92039 -0.550
H -6.33627 1.29298 2.90377 0.266
H -5.57018 0.09896 1.82939 0.026
H -4.70749 1.60857 2.25765 0.219
H -5.67084 1.68642 0.17380 0.297
C 7.59198 6.65530 -2.91591 -0.372
O 7.50080 5.27246 -3.23326 -0.450
H 7.21065 6.81045 -1.90787 -0.043
H 8.63641 6.97608 -2.96072 0.316
H 6.99279 7.23557 -3.62117 0.302
H 7.84305 5.16219 -4.12763 0.242
C 7.56837 -4.32839 -1.21655 -0.452
O 7.29960 -2.99158 -1.62672 -0.447
H 6.64269 -4.90276 -1.26036 0.205
H 8.30472 -4.77794 -1.88505 0.189
H 7.94626 -4.32868 -0.19018 0.282
H 8.13108 -2.50683 -1.57875 0.253
C -7.74744 1.78617 -2.25007 -0.350
O -8.11553 0.54505 -2.83826 -0.506
H -8.42651 2.56011 -2.60686 0.272
H -7.82138 1.71246 -1.16248 0.171
H -6.72404 2.04190 -2.53882 0.162
H -7.50073 -0.11826 -2.50574 0.259
C -7.77605 -1.34693 4.41406 -0.265
O -6.39168 -1.43922 4.11051 -0.479
H -7.89301 -0.85187 5.37864 0.227
H -8.28414 -0.76091 3.64292 0.276
H -8.20788 -2.34756 4.46738 0.001
H -6.31714 -1.87980 3.25482 0.235
C -2.76440 -4.11775 3.87993 -0.435
O -1.45719 -4.26371 3.34210 -0.541
H -2.76059 -4.46965 4.91131 0.285
H -3.05809 -3.06494 3.85902 0.156
H -3.47294 -4.71325 3.29826 0.238
H -1.48729 -3.94612 2.43060 0.291
C -10.47152 -4.25888 6.57287 -0.599
O -9.28806 -3.53449 6.24928 -0.559
H -10.57594 -5.09012 5.87595 0.252
H -10.39939 -4.64852 7.59094 0.266
H -11.34125 -3.60320 6.48596 0.271
H -9.21899 -2.80749 6.87833 0.313
C -2.56827 6.47902 -0.78073 -0.625
O -2.93086 5.24118 -1.37580 -0.461
H -3.25326 7.25047 -1.13147 0.237
H -2.63858 6.40120 0.30725 0.268
H -1.54781 6.74363 -1.06961 0.250
H -2.31206 4.57730 -1.05033 0.239
C -8.17189 -5.24403 3.27829 -0.442
O -8.14322 -5.55312 4.66220 -0.530
H -7.76180 -6.08675 2.72143 0.328
H -9.20338 -5.06830 2.95878 0.274
H -7.56526 -4.35475 3.08447 0.070
H -8.51166 -4.79090 5.13407 0.331
C -7.62443 -3.13303 -0.78178 -0.542
O -6.47531 -2.74211 -0.04143 -0.333
H -8.29770 -3.68100 -0.12296 0.172
H -8.13586 -2.24532 -1.16358 0.237
H -7.32583 -3.77865 -1.61155 0.299
H -5.89752 -2.26071 -0.64496 0.171
C 6.81603 9.05659 -0.14603 -0.509
O 6.10306 9.19390 -1.36793 -0.483
H 7.55769 8.26631 -0.25909 0.198
H 7.32273 9.99476 0.09429 0.266
H 6.12509 8.79029 0.65790 0.267
H 5.45556 9.89680 -1.24159 0.288
C 9.17139 -6.91387 -3.96385 -0.524
O 9.40594 -6.42935 -2.64826 -0.500
H 8.39810 -6.30325 -4.42964 0.238
H 10.08947 -6.84487 -4.55280 0.251
H 8.83421 -7.95246 -3.92104 0.249
H 10.09156 -6.98432 -2.25855 0.274
C 9.61396 1.60212 -1.01261 -0.551
O 9.02991 2.25237 -2.13236 -0.431
H 8.95418 1.72354 -0.15389 0.223
H 9.73702 0.53703 -1.22565 0.224
H 10.58502 2.05143 -0.78896 0.307
H 9.62976 2.13121 -2.87735 0.257
```

2.
DFT (the ωB97M-V functional and the def2-TZVPD basis) results for a 10-piece molecular cluster, C22H67N11O13 overall.

Values from the calculation:
expectation value of S²	0.75
multiplicity	2
net charge	-1
LUMO (alpha / beta)	0.0825 / 0.0816	Eh

Geometry as XYZ:
```
113
Properties=species:S:1:pos:R:3:mulliken_charge:R:1
C -3.58252 2.35658 -2.89110 -0.850
O -3.89220 1.08451 -2.34710 -0.235
C -3.00120 0.01959 -2.68381 -0.212
C -3.50323 -1.34427 -2.15872 -1.100
N -3.37622 -1.35156 -0.66727 0.008
C -3.59846 -2.66893 -0.05259 -0.696
C -3.71028 -2.39284 1.44207 -0.608
O -2.31585 -2.13293 1.88224 -0.242
C -2.27844 -1.66205 3.23208 -0.677
H -3.71137 2.42886 -3.97104 0.428
H -2.56733 2.66053 -2.63595 0.317
H -4.32151 3.10827 -2.61370 0.070
H -1.97633 0.24599 -2.38971 -0.185
H -3.06533 -0.11127 -3.76402 0.577
H -2.88673 -2.02458 -2.74626 0.374
H -4.53461 -1.55619 -2.44055 0.462
H -2.42153 -1.11927 -0.43338 0.142
H -2.74420 -3.31069 -0.26821 0.164
H -4.48958 -3.07605 -0.53033 0.539
H -4.16394 -3.26420 1.91431 0.389
H -4.32370 -1.51722 1.65445 0.250
H -2.97228 -0.88171 3.54474 0.290
H -1.28914 -1.20849 3.29267 0.019
H -2.25896 -2.52685 3.89528 0.379
C -1.38025 3.53102 2.40312 -0.986
O -1.99979 2.38059 3.04962 0.482
C -2.72948 2.91332 4.14960 -0.989
C -4.06283 3.53353 3.81384 -0.444
N -4.94966 2.53827 3.21902 -0.190
C -6.13886 3.04641 2.61023 -1.157
C -5.97689 3.51038 1.13063 -0.158
O -5.79319 4.92355 1.19808 -0.371
C -6.05016 5.57164 -0.08327 -0.549
H -0.72449 4.15527 3.01007 0.420
H -2.01782 4.23445 1.86758 0.345
H -0.64021 3.02696 1.78155 -0.019
H -2.05884 3.58909 4.68033 0.322
H -2.93310 2.10113 4.84745 0.336
H -3.78311 4.37688 3.18247 0.272
H -4.49760 3.83624 4.76644 0.481
H -4.38382 2.21294 2.44824 0.029
H -6.70663 3.81101 3.14045 0.387
H -6.78850 2.17295 2.55411 0.470
H -6.93369 3.37720 0.62576 0.508
H -5.23739 3.03733 0.48451 0.244
H -5.81524 4.80055 -0.81698 0.123
H -5.57061 6.54379 -0.19758 0.255
H -7.11227 5.80126 -0.16868 0.259
C 3.79434 1.33878 -2.65156 -1.499
O 4.46136 0.10893 -2.64111 0.122
C 4.31708 -0.69199 -1.48522 -0.072
C 5.40538 -1.72421 -1.21881 -0.619
N 5.72423 -2.60050 -2.33920 -0.084
C 6.72104 -3.56598 -1.99459 -0.656
C 8.18409 -2.97097 -2.16768 -0.667
O 8.43485 -2.57166 -3.54953 -0.334
C 9.16994 -3.54884 -4.21419 -0.715
H 4.11401 1.89079 -3.53542 0.458
H 4.27706 1.93170 -1.87469 0.371
H 2.71612 1.30221 -2.49597 0.288
H 3.31970 -1.12495 -1.56194 -0.156
H 4.38065 0.02174 -0.66385 0.468
H 5.26182 -2.27914 -0.29169 0.234
H 6.31304 -1.21570 -0.89374 0.327
H 6.23388 -2.08677 -3.04380 0.215
H 6.58789 -4.42011 -2.65855 0.435
H 6.57148 -3.82685 -0.94689 0.289
H 8.77947 -3.80415 -1.79427 0.410
H 8.45202 -2.12139 -1.53957 0.352
H 8.77356 -4.54488 -4.01700 0.292
H 10.13692 -3.42478 -3.72669 0.289
H 9.29251 -3.35665 -5.28008 0.241
C 2.88699 -2.23821 2.39359 0.638
O 2.92893 -1.28895 3.18679 -0.726
N 1.80697 -2.86519 2.11522 -0.135
N 3.90402 -2.98543 2.13522 -0.509
H 2.11874 -3.76526 1.77939 0.094
H 0.91439 -2.39256 2.10999 0.042
H 4.79177 -2.60389 2.42919 0.242
H 3.85652 -3.69462 1.41766 0.214
C 0.53527 0.62790 5.03171 0.446
O 1.18103 -0.00584 5.80944 -0.779
N 0.95764 0.80394 3.81532 -0.177
N -0.54292 1.18081 5.32204 -0.252
H 1.87485 0.45477 3.57678 0.199
H 0.42040 1.18201 3.04816 0.134
H -1.10461 1.54839 4.56739 0.473
H -1.03719 1.01069 6.18625 0.217
C 0.06299 0.29082 -0.18341 0.156
O -0.12193 0.79428 0.91697 -0.807
N 0.55668 0.82911 -1.27072 0.732
N -0.33307 -0.96725 -0.24785 1.149
H 0.60505 1.82436 -1.43575 0.482
H 0.93490 0.19304 -1.95808 -0.868
H -0.19915 -1.45446 -1.12238 -0.430
H -0.86583 -1.37408 0.50763 -0.008
C 1.15834 -1.70521 -3.61419 -6.024
O 0.42888 -2.10289 -2.77011 2.464
N 2.16127 -2.30417 -4.14694 0.363
N 1.00694 -0.58525 -4.28540 0.759
H 2.88130 -1.79918 -4.64356 0.316
H 2.27456 -3.27394 -3.88846 0.232
H 1.47067 -0.33641 -5.14745 1.027
H 0.18674 -0.01703 -4.12889 -0.147
O 0.73265 3.76224 -1.25236 -0.567
H 0.53304 4.64112 -0.92994 0.287
H 1.04553 3.28909 -0.48134 0.190
O -3.77603 1.01568 0.94644 -0.409
H -2.92517 1.27326 1.30130 0.168
H -3.57251 0.33435 0.30566 0.087
O 0.26494 -4.18245 -0.61711 -0.360
H -0.45615 -4.81053 -0.65926 0.190
H 0.29999 -3.79816 -1.49308 0.239
```

3.
DFT (the ωB97M-V functional and the def2-TZVPD basis) results for a 12-piece molecular cluster, C22H68O12 overall.

Values from the calculation:
structure (SMILES)	CC(C)O.CC(C)O.CC(C)O.CC(C)O.CC(C)O.CC(C)O.CCO.CCO.O.O.O.O
relative energy (zero: lowest compared OMol25 entry of this formula, charge and spin)	0.0	kcal/mol
LUMO	0.0211	Eh

Geometry as XYZ:
```
102
Properties=species:S:1:pos:R:3:mulliken_charge:R:1
C -1.57434 -3.90584 4.07673 -1.375
C -0.14628 -3.38683 4.45785 0.329
C 0.52273 -4.35465 5.41676 -1.269
O 0.68225 -3.23928 3.26103 -0.340
H -2.22921 -4.07003 4.84855 0.521
H -1.43158 -4.87400 3.63882 0.386
H -2.13233 -3.32609 3.32390 0.182
H -0.26411 -2.35323 4.76770 0.340
H 0.51045 -5.36425 4.96875 0.293
H -0.04097 -4.32943 6.34518 0.404
H 1.54149 -4.02255 5.66861 0.305
H 0.65870 -4.07318 2.69973 0.209
C -0.65028 4.82329 -2.43957 -1.089
C 0.54632 4.56984 -1.46194 0.803
C 0.80812 5.78032 -0.56935 -1.477
O 0.34886 3.37147 -0.66751 -0.045
H -1.26364 5.66579 -2.14428 0.330
H -1.25239 3.89670 -2.55699 0.136
H -0.39860 4.84957 -3.48520 0.375
H 1.40609 4.45354 -2.09397 0.054
H 1.07419 6.57151 -1.29459 0.383
H 1.53695 5.74764 0.22005 0.303
H -0.12996 6.03267 -0.07093 0.324
H 0.16201 2.68157 -1.36741 -0.017
C -2.24754 -4.64397 -0.71709 -0.756
C -1.38930 -4.65324 -1.97009 0.584
C -2.34499 -4.62605 -3.16800 -1.388
O -0.35471 -3.72994 -2.02767 -0.631
H -3.12653 -5.32516 -0.79231 0.422
H -2.79000 -3.64472 -0.60198 -0.090
H -1.64060 -4.58752 0.17308 0.209
H -0.91316 -5.63421 -1.95304 0.328
H -1.89870 -4.73270 -4.19283 0.298
H -3.01816 -3.78100 -3.09698 0.267
H -2.96472 -5.52033 -3.06458 0.473
H -0.73085 -2.83889 -1.88217 0.188
C 2.03658 1.49290 -3.81040 -1.717
C 0.67110 0.94830 -4.04074 0.867
C 0.79404 -0.55192 -4.17850 -1.355
O -0.16665 1.28393 -2.93581 0.125
H 2.29697 1.16947 -2.81678 0.405
H 2.11029 2.55905 -3.72510 0.309
H 2.81864 1.14753 -4.38448 0.496
H 0.23257 1.31165 -4.95546 0.247
H 1.71689 -0.95860 -3.83132 0.390
H 0.77634 -0.83026 -5.21566 0.395
H 0.02935 -1.11234 -3.67980 0.222
H -0.49289 0.43234 -2.55190 -0.027
C -2.98996 0.30386 -3.05618 -1.067
C -2.66381 0.14406 -1.57370 1.290
C -3.76294 -0.30310 -0.58890 -1.032
O -1.67768 -0.86852 -1.58394 -0.561
H -3.52806 1.22473 -3.23134 0.473
H -3.67598 -0.48420 -3.31379 0.447
H -2.07940 0.23872 -3.70014 -0.323
H -2.25239 1.09584 -1.14767 -0.304
H -3.76815 0.29957 0.34442 0.002
H -3.67894 -1.35160 -0.46838 -0.002
H -4.73204 -0.04891 -1.09390 0.468
H -1.33266 -0.91077 -0.67094 0.275
C 3.80305 -1.38185 2.87648 -1.020
C 4.14804 -0.91917 1.49871 1.230
C 5.47565 -0.17348 1.50263 -1.301
O 4.20380 -1.93502 0.52264 -0.559
H 4.46083 -2.19727 3.17231 0.422
H 2.69303 -1.69937 3.08511 -0.008
H 3.86346 -0.46496 3.48525 0.327
H 3.33541 -0.20979 1.17675 -0.392
H 5.35493 0.84856 1.85234 0.208
H 5.93972 -0.13350 0.50170 0.338
H 6.24425 -0.69477 2.13153 0.365
H 4.85743 -2.58688 0.85372 0.362
C -4.05895 3.13419 1.64206 -0.799
C -2.96884 2.64502 2.58056 -0.369
O -1.67231 2.41554 1.91067 -0.366
H -4.85699 3.65846 2.18904 0.354
H -4.50124 2.24832 1.15164 0.185
H -3.61305 3.77635 0.78477 0.194
H -3.12325 1.70877 3.03194 0.407
H -2.80979 3.40514 3.34375 0.298
H -1.60260 2.99704 1.15171 0.036
C 3.24347 3.07022 3.15191 -1.016
C 2.93516 3.42175 1.70993 -0.033
O 2.55688 2.17722 1.08059 -0.292
H 3.38273 4.02319 3.65561 0.417
H 4.10395 2.43708 3.27322 0.215
H 2.25981 2.63553 3.54540 0.171
H 3.81333 3.79295 1.18062 0.348
H 2.04334 4.13943 1.70617 0.041
H 1.97643 2.43613 0.39463 0.152
O 1.08861 -3.35338 0.47483 -0.408
H 2.01245 -3.13613 0.24224 0.222
H 0.66435 -3.44010 -0.38625 0.344
O -0.99640 -1.41717 0.98609 -0.430
H -0.47931 -2.26241 1.12701 0.061
H -0.44244 -0.75332 1.40526 0.243
O 0.38792 0.83497 2.70420 -0.477
H -0.12943 1.64940 2.61982 0.381
H 1.21324 0.99719 2.23125 0.172
O -1.73596 1.51828 -6.03899 -0.661
H -2.06010 1.17523 -5.18808 0.343
H -2.55703 1.95411 -6.35861 0.302
```

Summary of max |F| in eV/A
4.1 8.8 3.2
(order as listed above)